DFT (ωB97M-V/def2-TZVPD) results for C21H16IrN7O2S as an isolated structure.

DFT total energy ... -50208.2254 eV
2S+1 ... 2
Highest occupied orbital energy (spin up / spin down) ... -17.99 / -18.00 eV
Energy above the lowest of the compared OMol25 structures with the same formula, charge and spin ... 6.6 kJ/mol
F_max ... 0.68 eV Å⁻¹
Net charge ... +3
Orbital gap (spin up / spin down) ... 6.9 / 5.5 eV
Expectation value of S² ... 0.79

Last column: Mulliken spin population.
CARTESIAN COORDINATES (ANGSTROEM)
1 Ir 0.62 -0.60 1.03  0.05
2 N 2.37 -3.02 -1.99  0.00
3 C 2.59 -1.95 -1.23  0.00
4 N 1.45 -1.66 -0.61  0.00
5 C 0.58 -2.62 -1.05  0.00
6 N 1.10 -3.46 -1.90  0.00
7 C -0.79 -2.52 -0.58  0.00
8 C -1.87 -3.30 -0.98  0.00
9 N -3.10 -3.05 -0.54  0.00
10 C -3.29 -2.03 0.27  0.00
11 C -2.23 -1.24 0.71  0.00
12 N -0.99 -1.50 0.29  0.00
13 H 3.02 -3.50 -2.61  0.00
14 H 3.53 -1.44 -1.15  0.00
15 H -1.72 -4.14 -1.65  0.00
16 H -4.30 -1.82 0.61  0.00
17 H -2.37 -0.42 1.41  0.00
18 O -1.19 -1.63 4.08  0.01
19 S 0.14 -1.37 3.70  -0.01
20 O 0.75 -2.14 2.58  0.01
21 N 0.12 0.10 2.75  0.25
22 C -0.22 1.39 2.86  0.15
23 C -0.56 2.11 4.02  0.09
24 C -0.88 3.45 3.91  0.03
25 C -0.87 4.10 2.67  0.25
26 C -0.52 3.41 1.47  0.01
27 C -0.49 4.01 0.20  0.02
28 C -0.14 3.24 -0.89  0.01
29 C 0.19 1.90 -0.72  -0.02
30 N 0.17 1.31 0.48  0.02
31 C -0.19 2.06 1.57  0.10
32 C 1.22 -1.21 5.01  0.00
33 C 0.68 -1.30 6.30  0.00
34 C 1.55 -1.20 7.37  0.00
35 C 2.91 -1.03 7.15  0.00
36 C 3.43 -0.95 5.86  0.00
37 C 2.59 -1.05 4.77  0.00
38 H -0.58 1.61 4.98  -0.01
39 H -1.15 4.01 4.80  0.01
40 H -1.12 5.15 2.62  0.00
41 H -0.74 5.05 0.08  0.00
42 H -0.11 3.66 -1.89  0.00
43 H 0.47 1.27 -1.56  0.00
44 H -0.38 -1.45 6.45  0.00
45 H 1.17 -1.28 8.38  0.00
46 H 3.58 -0.96 8.00  0.00
47 H 4.50 -0.82 5.71  0.00
48 H 2.99 -1.02 3.77  0.00